# 1
2 unconnected molecules or ions with the total composition C5H10O2 at a distorted geometry, computed with ωB97M-V/def2-TZVPD.

* SMILES string: C=C(O)/C=C/C.O
* frontier orbital gap: 9.085 eV
* ΔE to the lowest compared entry with this formula, charge and spin: 3.509 eV
* HOMO energy: -8.2 eV

Each line ends with the Löwdin charge.
Atoms and positions in Å:
1 C 1.93 -0.97 0.59  0.04
2 C 0.79 -0.39 1.19  -0.39
3 O -0.01 -1.23 1.94  -0.01
4 C 0.10 0.87 1.07  -0.10
5 C -1.21 0.97 1.19  -0.19
6 C -1.88 2.27 1.02  -0.13
7 H 2.10 -2.12 0.63  0.08
8 H 2.62 -0.29 0.04  0.05
9 H 0.46 -1.93 2.34  0.08
10 H 0.57 1.87 0.73  0.15
11 H -1.84 -0.01 1.26  0.15
12 H -1.33 3.04 1.67  0.10
13 H -2.97 2.31 1.52  0.12
14 H -1.92 2.44 0.00  0.05
15 O 0.52 -2.08 -5.04  -0.08
16 H 1.35 -1.75 -4.77  0.00
17 H 0.70 -3.01 -5.40  0.08

---

# 2
6 unconnected molecules or ions with the total composition C16H31O8 at a distorted geometry, computed with ωB97M-V/def2-TZVPD.

* frontier orbital gap: 7.937 eV
* ΔE to the lowest compared entry with this formula, charge and spin: 0.035 eV
* net charge: -1
* HOMO energy: -5.3 eV

Each line ends with the Löwdin charge.
Atoms and positions in Å:
1 O 5.92 9.12 -20.09  -0.01
2 C 4.66 9.64 -19.75  -0.81
3 O 4.33 10.65 -20.44  -0.09
4 O 4.02 9.13 -18.81  -0.03
5 H 6.06 9.90 -20.68  0.08
6 C 6.29 12.03 -22.85  -0.02
7 C 5.95 11.79 -24.29  -0.50
8 O 6.42 10.83 -24.86  0.05
9 C 4.98 12.70 -24.99  -0.03
10 H 6.86 12.94 -22.69  0.09
11 H 6.86 11.16 -22.51  0.08
12 H 5.38 12.07 -22.23  0.06
13 H 5.53 13.45 -25.57  0.08
14 H 4.34 13.14 -24.23  0.07
15 H 4.36 12.19 -25.73  0.08
16 C 7.59 7.72 -25.39  -0.03
17 C 7.95 7.80 -23.93  -0.50
18 O 9.03 8.20 -23.57  0.07
19 C 6.92 7.37 -22.91  -0.02
20 H 6.66 8.26 -25.55  0.07
21 H 7.44 6.68 -25.71  0.08
22 H 8.44 8.11 -25.94  0.08
23 H 6.07 8.06 -22.82  0.08
24 H 7.44 7.30 -21.96  0.06
25 H 6.55 6.36 -23.07  0.09
26 C 4.56 13.74 -19.47  -0.03
27 C 4.88 15.19 -19.74  -0.50
28 O 5.21 15.95 -18.85  0.05
29 C 4.93 15.60 -21.18  -0.03
30 H 3.72 13.36 -20.05  0.08
31 H 4.42 13.56 -18.40  0.09
32 H 5.42 13.13 -19.74  0.08
33 H 5.00 14.76 -21.87  0.06
34 H 5.56 16.47 -21.36  0.08
35 H 3.96 16.07 -21.40  0.09
36 C 8.85 6.61 -18.03  -0.03
37 C 8.28 6.20 -19.38  -0.50
38 O 9.01 5.85 -20.27  0.05
39 C 6.79 6.07 -19.46  -0.03
40 H 9.35 5.74 -17.58  0.08
41 H 8.07 6.97 -17.36  0.08
42 H 9.64 7.35 -18.08  0.08
43 H 6.49 5.75 -20.45  0.07
44 H 6.27 6.99 -19.18  0.07
45 H 6.51 5.30 -18.73  0.09
46 C 2.49 8.14 -22.33  -0.01
47 C 2.16 9.58 -22.58  -0.50
48 O 1.11 10.05 -22.20  0.06
49 C 3.04 10.40 -23.48  -0.03
50 H 1.64 7.74 -21.76  0.08
51 H 3.38 8.02 -21.70  0.08
52 H 2.63 7.59 -23.26  0.08
53 H 2.49 10.54 -24.42  0.09
54 H 3.90 9.80 -23.79  0.07
55 H 3.29 11.35 -23.04  0.07

---

# 3
C5H4O2 in the gas phase at a distorted geometry, computed with ωB97M-V/def2-TZVPD.

* SMILES string: O=C1C=CCC1=O
* frontier orbital gap: 8.727 eV
* ΔE to the lowest compared entry with this formula, charge and spin: 1.083 eV
* HOMO energy: -9.3 eV

Each line ends with the Löwdin charge.
Atoms and positions in Å:
1 O -1.63 -1.97 -0.48  0.12
2 C -0.91 -1.03 -0.23  -0.32
3 C -0.63 -0.42 1.08  -0.02
4 C 0.22 0.61 0.96  -0.07
5 C 0.92 0.72 -0.35  -0.08
6 C -0.09 -0.15 -1.30  -0.23
7 O -0.13 -0.29 -2.49  0.14
8 H -1.16 -0.67 1.98  0.12
9 H 0.29 1.38 1.73  0.11
10 H 1.80 0.08 -0.42  0.12
11 H 1.33 1.74 -0.47  0.12

---

# 4
2 unconnected molecules or ions with the total composition C5H16N3, computed with ωB97M-V/def2-TZVPD.

* frontier orbital gap: 10.140 eV
* ΔE to the lowest compared entry with this formula, charge and spin: 1.481 eV
* net charge: +1
* HOMO energy: -13.0 eV

Each line ends with the Löwdin charge.
Atoms and positions in Å:
1 C 0.90 1.04 -2.88  -0.08
2 C 1.23 1.37 -1.44  -0.24
3 C 2.36 -0.36 -0.28  0.05
4 N 1.26 0.15 -0.62  -0.07
5 H 0.79 1.97 -3.45  0.09
6 H 1.70 0.47 -3.34  0.09
7 H -0.03 0.49 -2.99  0.06
8 H 0.49 2.03 -1.00  0.12
9 H 2.21 1.87 -1.40  0.12
10 H 3.32 0.09 -0.53  0.10
11 H 2.36 -1.29 0.30  0.09
12 N -1.10 -1.00 -0.30  0.10
13 C -1.77 -0.42 0.89  -0.18
14 C -1.03 -0.79 2.16  -0.30
15 N -1.65 -0.12 3.28  0.01
16 H -0.02 -0.53 -0.44  0.09
17 H -1.02 -2.01 -0.24  0.15
18 H -1.63 -0.80 -1.15  0.14
19 H -1.78 0.66 0.75  0.13
20 H -2.81 -0.75 0.94  0.13
21 H -1.11 -1.87 2.31  0.12
22 H 0.06 -0.60 2.03  0.11
23 H -1.30 -0.47 4.16  0.08
24 H -1.43 0.87 3.26  0.08

---

# 5
A molecular structure, C30H26B2Cl2F9IrN9O6S at a distorted geometry, computed with ωB97M-V/def2-TZVPD.

* frontier orbital gap (spin up / spin down): 6.487 / 5.672 eV
* <S²>: 0.79
* ΔE to the lowest compared entry with this formula, charge and spin: 1.645 eV
* 2S+1: 2
* net charge: +2
* HOMO energy (spin up / spin down): -13.8 / -13.8 eV

Each line ends with the Mulliken spin population.
Atoms and positions in Å:
1 Ir -0.48 0.75 1.52  0.00
2 C 1.27 -1.04 4.96  0.00
3 C 0.70 -0.68 3.63  0.00
4 N 0.61 0.53 3.20  0.00
5 O 0.95 1.59 3.95  0.00
6 B 1.03 2.88 3.24  0.00
7 F 1.27 3.86 4.11  0.00
8 F 1.78 2.84 2.10  0.00
9 O -0.50 3.30 2.66  0.00
10 N -0.90 2.64 1.66  0.00
11 C -2.27 2.77 1.28  0.00
12 C -2.87 4.15 1.32  0.00
13 C -2.54 1.91 0.06  0.00
14 N -1.78 0.87 0.01  0.00
15 O -1.97 -0.13 -0.86  0.00
16 B -1.12 -1.42 -0.68  0.00
17 F 0.16 -1.13 -1.13  0.00
18 F -1.78 -2.35 -1.43  0.00
19 O -1.03 -1.98 0.73  0.00
20 N -0.38 -1.24 1.63  0.00
21 C 0.14 -1.72 2.70  0.00
22 C 0.15 -3.16 3.05  0.00
23 C -3.66 2.19 -0.87  0.00
24 H 1.60 -0.16 5.49  0.00
25 H 2.12 -1.72 4.83  0.00
26 H 0.52 -1.57 5.55  0.00
27 H -2.56 4.67 2.23  0.00
28 H -3.95 4.08 1.33  0.00
29 H -2.55 4.73 0.45  0.00
30 H -0.29 -3.75 2.24  0.00
31 H -0.43 -3.33 3.96  0.00
32 H 1.16 -3.51 3.24  0.00
33 H -3.52 3.15 -1.37  0.00
34 H -4.60 2.25 -0.31  0.00
35 H -3.75 1.40 -1.61  0.00
36 N -5.44 2.29 4.79  0.00
37 C -4.40 1.67 4.22  0.00
38 N -3.92 0.55 4.76  0.00
39 N -3.91 2.23 3.11  0.00
40 C -2.83 1.71 2.55  0.00
41 N -2.10 0.69 2.63  0.00
42 H -5.91 1.92 5.60  0.00
43 H -5.78 3.13 4.37  0.00
44 H -4.28 0.19 5.63  0.00
45 H -3.16 0.08 4.29  0.00
46 F 3.33 -4.94 0.11  0.00
47 C 3.54 -3.65 0.23  0.00
48 C 3.77 -2.88 -0.90  0.00
49 F 3.79 -3.44 -2.10  0.00
50 C 4.00 -1.52 -0.77  0.00
51 F 4.25 -0.82 -1.88  0.00
52 C 3.96 -0.89 0.47  0.00
53 S 4.22 0.84 0.72  0.00
54 C 3.71 -1.68 1.58  0.00
55 F 3.65 -1.13 2.79  0.00
56 C 3.52 -3.05 1.48  0.00
57 F 3.29 -3.77 2.57  0.00
58 Cl 1.96 -2.61 -3.67  0.02
59 C 0.35 -2.49 -4.25  0.10
60 C -0.27 -3.65 -4.67  -0.04
61 C -1.62 -3.65 -5.00  0.12
62 C -2.38 -2.49 -4.90  -0.04
63 C -1.77 -1.33 -4.48  0.07
64 Cl -2.70 0.12 -4.36  0.02
65 C -0.39 -1.28 -4.18  0.05
66 N 0.13 -0.08 -3.75  0.34
67 C 1.37 0.45 -4.00  0.05
68 C 2.05 0.08 -5.18  0.14
69 C 3.28 0.61 -5.45  -0.03
70 C 3.85 1.51 -4.56  0.15
71 C 3.19 1.88 -3.39  -0.04
72 C 1.95 1.37 -3.08  0.12
73 C 1.24 1.73 -1.79  0.01
74 C 1.94 1.28 -0.53  0.01
75 O 3.26 1.42 -0.55  0.00
76 O 1.34 0.75 0.39  0.00
77 H 0.30 -4.56 -4.70  0.00
78 H -2.08 -4.56 -5.34  0.00
79 H -3.43 -2.49 -5.14  0.00
80 H -0.56 0.52 -3.31  -0.06
81 H 1.56 -0.59 -5.87  0.00
82 H 3.79 0.33 -6.37  0.00
83 H 4.82 1.94 -4.78  0.00
84 H 3.67 2.58 -2.72  0.00
85 H 0.29 1.21 -1.70  0.00
86 H 1.06 2.81 -1.75  0.00

---

# 6
A molecular structure, C18H28N2 at a distorted geometry, computed with ωB97M-V/def2-TZVPD.

* frontier orbital gap: 8.084 eV
* ΔE to the lowest compared entry with this formula, charge and spin: 19.385 eV
* HOMO energy: -7.2 eV

Each line ends with the Löwdin charge.
Atoms and positions in Å:
1 C -4.73 -2.20 0.53  -0.05
2 C -3.28 -2.20 -0.25  -0.13
3 C -2.68 -0.70 -0.43  -0.26
4 H -1.88 -0.88 -1.03  0.08
5 C -2.47 -0.32 0.79  -0.28
6 H -2.12 -0.98 1.66  0.13
7 H -3.50 0.09 1.59  0.20
8 C -1.57 1.08 0.69  -0.29
9 N -0.40 0.80 -0.06  -0.11
10 C 0.52 1.92 -0.06  -0.10
11 H 1.31 1.93 -0.63  0.02
12 C -0.38 3.21 -0.80  -0.20
13 N -1.48 3.25 -0.10  -0.11
14 H -1.24 3.87 0.98  0.26
15 C -2.30 2.22 0.02  -0.26
16 H -2.66 1.90 -0.73  0.02
17 H -3.16 2.31 0.78  0.16
18 H 0.31 3.95 -0.67  0.09
19 H -0.46 2.94 -1.78  0.09
20 H 0.80 2.33 1.07  0.17
21 C 0.39 -0.35 0.44  -0.25
22 C 1.37 -0.71 -0.33  -0.34
23 C 2.89 -0.38 -0.05  -0.06
24 C 3.37 -1.05 1.20  0.04
25 C 4.73 -0.67 1.18  -0.19
26 C 5.60 0.05 0.68  -0.13
27 C 5.01 0.45 -0.44  -0.14
28 C 3.74 0.54 -0.86  0.01
29 H 3.23 0.83 -1.60  0.02
30 H 5.64 1.28 -0.94  0.14
31 H 6.55 0.35 0.95  0.11
32 H 5.11 -1.35 2.18  0.15
33 H 2.86 -1.75 1.62  0.04
34 C 1.22 -2.24 -1.21  0.05
35 C 1.06 -0.89 -1.93  -0.07
36 H 1.87 -0.38 -2.64  0.13
37 H 0.12 -0.48 -2.35  0.09
38 H 2.10 -2.71 -1.15  0.05
39 H 0.33 -2.63 -0.92  0.05
40 H -0.36 -1.05 0.82  0.10
41 H 1.02 -0.17 1.64  0.22
42 H -1.41 1.45 2.08  0.21
43 H -3.66 -0.21 -0.91  0.18
44 H -3.59 -2.77 -1.22  0.14
45 H -2.84 -2.76 0.24  -0.06
46 H -5.04 -3.27 0.46  0.09
47 H -4.61 -1.96 1.52  0.02
48 H -5.35 -1.70 -0.04  0.00

---

Question: Among the records above, which one has the highest ΔE to the lowest compared entry with this formula, charge and spin?
Answer: C18H28N2

---

Question: What is the formula in the first record?
Answer: C5H10O2